# 1
82
Properties=species:S:1:pos:R:3:forces:R:3 method="wB97M-V/def2-TZVPD" multiplicity=8 charge=+2 s_squared=16.74 gap_ev="4.09 / 6.21" e_homo_ha="-0.48859 / -0.48859"
C -9.275 2.109 7.683 0.26 0.46 -0.35
C -7.767 2.133 6.979 -0.50 -0.63 0.03
C -7.184 0.593 6.692 -0.21 0.90 -0.62
C -6.423 0.597 5.234 0.37 0.03 0.19
C -5.216 -0.560 5.169 0.20 1.04 -0.48
C -5.135 -1.275 3.663 0.05 0.95 0.62
C -3.927 -0.595 2.750 0.15 0.31 0.40
C -2.680 -1.638 2.531 -0.03 0.54 2.03
N -1.980 -1.490 1.189 1.88 -1.24 0.28
C -2.730 -2.317 0.168 -1.57 -0.06 -1.39
C -2.578 -1.790 -1.388 -0.65 -0.69 -0.35
C -1.103 -2.047 -2.056 0.19 0.54 -0.45
C -0.423 -0.661 -2.695 -1.51 -4.37 -3.56
C 1.085 -1.090 -3.182 0.16 0.35 -0.56
C 2.058 0.180 -3.584 0.89 -1.14 -1.67
C 1.649 0.878 -5.039 0.38 0.14 0.66
C 0.611 2.146 -4.861 0.22 -0.30 -1.41
C -0.560 -1.959 1.407 -0.29 -3.00 -0.07
S -0.042 -3.553 1.692 -1.15 3.31 -0.69
S 0.805 -0.624 1.409 -0.41 -0.76 0.41
C 2.478 -1.395 1.020 2.02 -1.57 -0.01
C 3.761 -0.480 1.579 -0.12 1.04 -0.54
C 4.671 0.147 0.347 0.00 -0.03 0.77
N 5.471 -0.886 -0.418 -1.59 2.04 -0.98
C 5.485 -0.616 -1.907 0.71 -0.48 -0.47
C 6.945 -0.032 -2.462 -0.68 0.42 -0.42
C 6.838 0.182 -4.109 0.31 0.46 -0.18
C 6.886 1.765 -4.559 -0.75 -0.30 -0.64
O 7.401 1.834 -5.964 0.68 1.89 2.21
C 8.220 3.079 -6.133 0.16 0.86 -0.57
H -9.893 1.152 7.343 1.38 2.09 0.82
H -9.863 3.075 7.329 1.17 -2.06 0.83
H -9.172 2.159 8.857 -0.32 -0.30 -2.46
H -7.826 2.670 5.924 0.08 -1.00 2.30
H -7.046 2.722 7.691 -1.29 -1.09 -1.56
H -6.409 0.263 7.509 -1.64 0.60 -1.50
H -8.109 -0.127 6.662 1.95 1.19 0.16
H -5.961 1.690 5.106 -0.79 -2.46 0.18
H -7.160 0.448 4.312 1.37 0.25 2.16
H -5.303 -1.351 6.026 -0.12 1.48 -1.75
H -4.208 0.039 5.367 -1.95 -1.46 -0.39
H -4.988 -2.422 3.858 -0.25 2.14 -0.83
H -6.141 -1.045 3.087 2.01 -0.84 1.32
H -4.369 -0.159 1.745 1.04 -1.17 1.86
H -3.475 0.342 3.335 -1.10 -2.02 -1.31
H -3.008 -2.752 2.723 0.65 2.06 -0.56
H -1.862 -1.376 3.354 -1.79 -0.65 -1.63
H -3.887 -2.194 0.432 2.62 -0.16 -0.50
H -2.518 -3.468 0.205 -0.11 2.14 0.11
H -3.348 -2.446 -2.022 1.67 1.45 1.46
H -2.934 -0.668 -1.545 0.89 -2.29 0.61
H -1.190 -2.791 -2.982 0.33 1.59 2.09
H -0.309 -2.490 -1.320 -1.55 0.51 -1.06
H -0.431 0.238 -1.911 -8.74 0.92 -4.53
H -1.143 -0.333 -3.571 1.66 -0.20 1.82
H 1.580 -1.676 -2.276 -0.64 0.68 -1.60
H 1.050 -1.838 -4.084 0.04 1.46 1.87
H 3.138 -0.283 -3.759 -2.25 1.05 0.79
H 2.164 0.985 -2.714 0.31 -0.94 -1.99
H 2.649 1.263 -5.529 -2.02 -0.84 1.10
H 1.232 0.018 -5.745 0.78 1.92 1.59
H 1.062 3.028 -5.519 -1.30 -1.84 1.49
H 0.518 2.548 -3.763 0.10 -0.90 -2.01
H -0.433 1.803 -5.320 2.16 1.14 1.26
H 2.630 -2.461 1.512 -0.97 2.17 -1.06
H 2.537 -1.564 -0.153 0.11 0.26 2.22
H 4.490 -1.088 2.267 -1.82 1.01 -1.26
H 3.291 0.447 2.158 1.25 -2.01 -1.01
H 5.438 0.892 0.852 -1.49 -1.39 -1.02
H 3.943 0.781 -0.316 1.16 -0.85 0.72
H 4.680 0.164 -2.272 1.35 -1.42 0.81
H 5.319 -1.663 -2.439 0.25 2.10 1.03
H 7.080 1.021 -1.940 0.02 -2.25 -1.04
H 7.838 -0.755 -2.236 -1.93 1.47 -0.15
H 5.846 -0.280 -4.560 2.03 0.77 1.01
H 7.750 -0.345 -4.630 -1.86 1.04 1.04
H 5.773 2.194 -4.626 2.23 -0.77 0.46
H 7.510 2.443 -3.831 -1.06 -1.50 -1.39
H 8.131 3.472 -7.255 0.03 -1.12 2.48
H 7.827 3.953 -5.427 0.82 -1.92 -1.48
H 9.362 2.883 -5.923 -2.34 0.24 -0.24
Gd 0.808 0.246 -1.147 8.71 1.02 6.57

=====

# 2
92
Properties=species:S:1:pos:R:3:forces:R:3 method="wB97M-V/def2-TZVPD" charge=0 gap_ev=8.89 e_homo_ha=-0.30807
C -2.622 8.296 -4.443 -0.68 0.16 0.51
C -1.981 7.007 -3.937 -1.34 0.40 0.12
O -0.863 6.782 -4.181 2.56 -0.52 -0.80
O -2.695 6.050 -3.232 -0.53 0.60 0.36
C -2.987 6.461 -1.888 0.04 0.12 -0.33
C -2.088 5.752 -0.833 -0.70 -0.04 -1.06
C -2.549 6.394 0.509 0.33 0.26 -0.50
C -1.656 7.608 0.891 0.23 -0.39 -0.74
C -0.286 7.255 1.538 -0.15 0.13 0.58
C -0.209 5.876 2.209 0.40 0.13 0.83
O 0.841 5.969 3.197 -0.15 -0.16 -0.12
C -2.258 4.236 -0.989 -1.39 -0.79 0.48
O -1.121 3.685 -1.661 0.05 2.22 1.02
C -0.191 4.712 -1.649 -3.68 -0.43 0.54
O 0.874 4.566 -2.038 4.26 -0.18 -1.25
O -0.699 5.884 -1.172 -0.23 0.10 0.45
H -1.899 9.113 -4.315 -0.16 -0.36 -0.04
H -2.837 8.214 -5.519 0.09 -0.18 0.39
H -3.553 8.573 -3.924 0.28 -0.22 -0.21
H -4.030 6.178 -1.655 0.41 0.09 -0.17
H -2.913 7.563 -1.839 0.05 -0.37 0.29
H -2.694 5.653 1.308 0.30 0.23 -0.23
H -3.553 6.804 0.292 0.32 -0.26 0.26
H -1.439 8.139 -0.058 -0.16 -0.10 0.43
H -2.259 8.314 1.485 0.40 -0.39 0.10
H -0.102 7.996 2.339 -0.01 -0.39 -0.24
H 0.568 7.355 0.850 -0.51 -0.08 0.00
H 0.066 5.052 1.525 -0.45 0.38 -0.07
H -1.138 5.627 2.758 0.21 0.10 -0.49
H 0.871 5.131 3.678 0.05 0.21 -0.15
H -2.372 3.796 0.012 0.05 -0.21 -0.48
H -3.128 3.986 -1.615 0.13 0.05 0.51
C -2.366 -1.210 -1.891 -0.02 0.22 -0.17
N -2.949 0.099 -1.666 -0.01 -0.08 0.22
C -3.434 0.861 -2.804 -0.04 0.19 0.24
C -3.056 0.631 -0.434 0.07 -0.07 0.03
O -3.535 1.724 -0.182 -0.10 -0.13 -0.10
H -1.499 -1.111 -2.548 0.00 -0.15 0.01
H -3.108 -1.856 -2.365 0.14 -0.14 -0.01
H -2.050 -1.660 -0.951 -0.05 0.02 -0.01
H -2.899 1.811 -2.859 -0.05 -0.01 -0.11
H -4.498 1.069 -2.677 0.02 0.05 -0.10
H -3.278 0.302 -3.724 0.04 -0.04 0.07
H -2.657 -0.027 0.357 0.01 -0.03 -0.04
C -6.664 -2.964 -1.070 0.06 -0.29 0.05
N -5.560 -3.722 -0.513 0.04 0.20 -0.01
C -5.672 -5.167 -0.413 0.25 0.06 0.09
C -4.428 -3.127 -0.084 -0.04 0.11 0.03
O -3.467 -3.702 0.390 -0.10 -0.06 -0.05
H -7.558 -3.130 -0.466 -0.07 0.10 -0.10
H -6.853 -3.297 -2.093 -0.12 0.11 0.00
H -6.433 -1.900 -1.079 0.05 -0.04 0.03
H -5.571 -5.468 0.630 0.00 -0.11 -0.06
H -4.870 -5.634 -0.987 -0.05 -0.10 0.06
H -6.635 -5.496 -0.797 0.01 0.10 -0.01
H -4.445 -2.030 -0.203 -0.11 0.00 -0.02
C 1.147 -4.105 3.470 -0.44 -0.06 -0.04
N 0.692 -4.429 2.129 0.15 -0.03 0.09
C -0.351 -3.617 1.523 0.11 -0.31 -0.18
C 1.202 -5.458 1.423 0.01 -0.11 0.07
O 0.857 -5.772 0.294 -0.06 0.16 0.00
H 0.298 -4.173 4.157 0.04 0.13 0.06
H 1.542 -3.087 3.477 0.04 -0.03 0.16
H 1.927 -4.789 3.795 -0.26 0.15 -0.14
H -1.206 -4.245 1.278 -0.06 0.18 -0.08
H 0.030 -3.174 0.600 -0.14 0.05 -0.02
H -0.661 -2.830 2.208 0.07 -0.06 0.05
H 1.980 -6.009 1.968 -0.06 0.04 0.06
C 6.837 -6.639 2.055 -0.10 -0.09 0.19
N 5.568 -6.470 2.742 0.01 0.13 -0.06
C 5.067 -7.542 3.584 -0.20 0.23 0.00
C 4.842 -5.348 2.619 0.12 0.02 -0.04
O 3.768 -5.139 3.165 0.63 -0.20 -0.03
H 6.775 -7.504 1.392 0.14 0.03 -0.03
H 7.626 -6.801 2.793 0.07 -0.05 -0.10
H 7.074 -5.755 1.465 -0.05 -0.11 0.04
H 4.096 -7.873 3.214 0.01 -0.08 0.11
H 4.941 -7.174 4.604 -0.05 -0.12 0.01
H 5.763 -8.377 3.581 0.03 0.07 -0.06
H 5.313 -4.601 1.958 0.03 -0.04 0.00
C 5.805 -1.723 -1.681 0.13 0.08 0.24
N 6.621 -2.491 -0.759 -0.06 -0.15 -0.14
C 7.220 -1.820 0.381 0.08 -0.26 0.00
C 6.841 -3.809 -0.926 -0.05 0.02 -0.11
O 7.516 -4.506 -0.186 -0.01 0.22 -0.01
H 6.406 -0.923 -2.116 -0.12 0.03 -0.07
H 4.961 -1.288 -1.142 -0.04 0.05 -0.14
H 5.427 -2.358 -2.480 0.04 -0.04 0.06
H 8.305 -1.922 0.335 -0.02 0.05 0.11
H 6.868 -2.285 1.304 0.08 0.09 0.05
H 6.952 -0.766 0.379 -0.04 -0.05 -0.07
H 6.343 -4.221 -1.819 0.00 0.04 0.00